DFT (wB97M-V/def2-TZVPD) results for a 7-piece molecular cluster, C46H98F8N8O11S2 overall.

Last column: Mulliken charge in e.
Geometry (Å):
H1 0.1963 -5.4884 3.1352  0.093
O1 1.1212 -3.1387 1.1008  -0.331
H2 -1.3747 -3.9546 4.2540  0.314
H3 2.9868 -0.3951 1.6256  0.825
C1 3.2264 1.8327 -3.7134  -0.024
N1 9.9754 -2.0482 -0.5939  -0.673
H4 -6.2500 -7.5693 3.6338  0.331
H5 -1.7228 0.1390 -5.7619  0.421
C2 1.4992 2.5543 10.0673  -1.427
F1 -5.0637 0.9637 -1.4504  -0.326
C3 4.5837 0.0327 -2.4351  -1.156
H6 4.6257 0.4355 -4.5096  0.481
H7 1.7836 -4.8106 0.1969  0.382
O2 10.3039 0.1604 1.2578  -0.355
H8 1.1867 5.6134 -2.2383  -0.647
H9 9.5815 0.7163 -0.5238  0.329
C4 -8.7966 -9.5086 4.3943  -0.629
H10 1.8294 6.3212 -4.9930  0.531
C5 -2.2026 0.8708 -5.1077  0.028
C6 -6.3610 -7.9451 5.7702  0.424
H11 13.0268 -0.5760 -0.7365  0.352
H12 -8.5895 3.8230 -7.5378  0.449
C7 -6.7182 -9.4243 5.5748  -0.778
H13 0.9132 8.3631 -3.5298  0.342
O3 -2.2025 2.1414 -5.6986  -0.482
S1 3.4540 -0.5280 -1.1549  0.465
H14 0.8539 3.1110 -0.6102  -1.410
C8 -8.7814 2.7336 -9.8398  -0.649
H15 12.5970 -2.1429 -1.4282  0.380
N2 1.9261 4.3355 -4.4009  -0.326
H16 -0.1995 6.3759 -2.9990  0.415
H17 -8.4833 3.0056 -10.8520  0.258
H18 11.8882 -0.8582 2.1489  0.240
C9 -9.6702 1.3362 -7.0290  -1.548
H19 1.4618 2.9731 11.0722  0.355
C10 0.8857 6.2592 -3.0617  0.385
H20 -9.9570 0.6466 -6.2358  0.381
H21 -1.5710 -5.5496 0.2268  0.276
H22 -6.7929 -7.8546 7.7639  0.277
H23 -0.3797 4.6672 1.0222  0.346
C11 0.0355 3.1543 -5.5253  -2.174
H24 -1.4931 3.0074 -3.9556  0.376
H25 1.1757 5.4424 1.3313  0.346
H26 5.2768 -0.7751 -2.6394  0.695
H27 -9.5340 3.4479 -9.4922  0.301
H28 -9.6613 -10.1717 4.3962  0.261
C12 -6.6178 -7.0829 4.5397  -1.425
H29 3.9115 2.5087 -4.2227  0.540
H30 2.7103 5.2274 8.5126  0.272
H31 -6.8948 3.4062 -7.2772  0.297
H32 0.7420 7.6502 -0.8719  0.258
H33 3.0669 2.1881 -2.6932  -0.316
F2 -2.2418 -0.8608 -2.4299  -0.249
H34 -5.2867 -7.9071 5.9731  0.405
H35 0.6403 1.8918 9.9440  0.347
C13 1.9434 1.8748 -4.5261  -1.167
F3 -3.6742 2.2029 -3.3480  -0.242
C14 0.6173 4.8415 0.6124  -1.701
H36 0.1837 2.3191 -6.2033  0.444
H37 3.1639 2.9602 -0.3820  0.162
C15 12.3235 -1.4088 -0.6711  -1.485
H38 0.2700 2.5731 7.5947  0.441
C16 2.7850 -1.4651 1.6605  -1.329
C17 1.1688 3.2041 7.6089  -0.725
H39 0.5002 5.4471 -0.2827  0.113
N3 3.8413 -2.1979 0.9512  0.182
H40 -2.5756 -5.0475 1.5879  0.282
C18 1.1127 3.1585 -4.4234  1.977
H41 -7.3017 0.4909 -8.0681  0.329
H42 3.2174 4.0487 0.7928  0.389
H43 1.1277 -1.2541 0.2330  0.136
C19 1.2046 5.6251 -4.4308  -0.807
H44 -8.1175 2.0791 -5.7793  0.342
N4 2.7539 4.4085 9.1120  -0.734
H45 4.1441 -3.9810 -0.0932  0.473
H46 2.4712 8.0146 -1.0229  0.292
O4 2.2338 2.5490 6.9482  -0.305
C20 1.4876 3.6759 9.0339  0.371
C21 3.4538 -3.5837 0.6496  -0.841
H47 -2.5553 -4.5659 5.4184  0.346
C22 -1.4250 3.1268 -5.0347  -0.318
H48 -8.1702 -9.7519 3.5308  0.295
H49 2.4203 4.2969 -3.5136  0.368
H50 1.9806 3.2648 4.4354  0.193
H51 2.8619 0.7031 6.3899  0.260
H52 0.0632 -7.2309 3.3858  0.375
H53 0.4437 3.4589 3.5691  0.317
N5 -2.5285 -7.1359 4.4337  -0.535
H54 0.2768 5.5406 -4.9901  0.243
C23 -7.8453 3.0237 -7.6582  -0.699
H55 -1.9031 4.0762 -5.2754  0.459
H56 -10.3602 2.1825 -7.0082  0.352
H57 12.2267 0.8297 1.6825  0.310
H58 -8.0462 -7.5345 6.8129  0.302
C24 -8.2274 1.7899 -6.8292  0.579
C25 4.4761 -1.5405 -0.1228  -0.464
O5 0.5467 2.9148 -3.0698  -0.500
F4 -5.5992 1.3701 -3.9619  -0.312
H59 2.4069 1.9547 10.0025  0.284
C26 -0.5168 -6.3212 3.2051  -0.296
H60 -2.4262 0.9685 -1.5976  0.159
C27 -1.5642 -5.3398 1.2962  -0.443
H61 3.4775 3.8275 8.6977  0.318
N6 2.7236 3.8211 -0.0663  -0.614
C28 3.8681 0.4266 -3.7252  -1.217
H62 5.1807 0.8764 -2.0834  0.382
C29 -1.4712 -6.1219 4.3900  0.216
H63 -9.2213 1.7338 -9.8721  0.228
H64 0.6763 -1.3454 1.9247  0.407
C30 -4.3473 0.2234 -2.3405  0.722
C31 -3.6302 0.3795 -4.8802  0.906
F5 -3.5974 -0.9636 -4.7307  -0.297
H65 1.4135 0.6947 7.4160  0.365
H66 -6.1032 -6.1279 4.6404  0.298
H67 -6.2732 -9.8155 4.6498  0.413
H68 -2.1063 -8.0566 4.5133  0.262
H69 -6.3834 0.9278 -6.8268  0.168
F6 -4.3878 0.6485 -5.9751  -0.384
H70 2.5047 7.6561 -3.3172  0.421
C32 -4.3328 1.0450 -3.6524  0.330
O6 -7.6221 2.7718 -9.0317  -0.386
C33 10.5273 0.3388 -0.1257  -0.672
O7 -1.1521 -6.5244 1.9600  -0.418
C34 1.5312 3.5464 3.4830  -0.647
H71 2.8463 -1.7607 2.7103  0.337
H72 -0.8688 -6.2350 5.2966  0.348
C35 1.3238 3.5359 0.2789  2.772
C36 1.2094 2.4693 1.3698  -0.433
S2 6.0758 -1.7595 -0.3514  -0.224
H73 -2.9092 -4.6372 3.7017  0.260
H74 0.6896 4.3704 9.3132  0.404
H75 -1.6797 0.8392 -4.1520  -0.452
C37 -2.1122 -4.7385 4.4378  -1.369
H76 9.9430 -2.1598 0.4158  0.326
C38 1.4871 7.6608 -2.9226  -0.605
H77 11.2837 1.1191 -0.2888  0.415
H78 3.1403 -0.3358 -4.0030  0.469
C39 0.4622 1.5738 -2.9019  0.545
H79 0.1649 2.3412 1.6851  0.480
C40 1.4890 8.1682 -1.4690  -1.136
H80 1.2969 9.2393 -1.4197  0.362
O8 2.0414 2.6697 2.4938  -0.429
H81 -9.1563 -8.4810 4.3003  0.225
C41 2.3826 1.1733 7.2481  -0.761
H82 9.0299 -1.7782 -0.8474  0.207
H83 3.0210 1.0162 8.1205  0.232
C42 2.0202 -3.7458 0.1858  -0.434
H84 -6.2860 -9.9900 6.4045  0.357
H85 -7.6787 -6.8679 4.4084  0.339
C43 10.8881 -0.9419 -0.8910  0.421
H86 1.8458 -3.3654 -0.8263  0.248
F7 -4.9745 -0.9495 -2.5116  -0.282
H87 10.7800 -0.7049 -1.9541  0.364
H88 1.5328 1.5220 0.9323  -0.169
H89 -0.8706 -4.5176 1.4873  0.121
F8 -3.1411 -0.4932 -0.4589  -0.338
H90 -9.8008 0.8106 -7.9748  0.281
N7 -7.0520 -7.3525 6.9198  -0.716
O9 0.9387 0.9649 -4.0344  -0.470
H91 1.7973 4.5859 3.2727  0.230
H92 3.5776 -4.1778 1.5584  0.311
H93 12.4479 -1.8870 0.3001  0.270
H94 -2.9791 -7.1465 3.5223  0.256
O10 0.0760 0.9928 -1.9308  -0.449
C44 1.3675 -1.7467 1.1815  -0.197
N8 -7.3317 0.6559 -7.0656  -0.622
O11 -8.1025 -9.7134 5.6089  -0.398
H95 0.1734 4.0592 -6.1117  0.812
C45 11.4638 0.1454 2.0661  -0.674
H96 0.9522 4.0873 7.0009  0.330
C46 -2.9559 0.0219 -1.7044  0.335
H97 2.2151 1.6671 -5.5597  0.925
H98 11.1709 0.4726 3.0633  0.246

## Properties
LUMO in eV: -0.06
Total charge: 0
Multiplicity: 1
DFT total energy in Ha: -4672.3516
Kohn-Sham gap in eV: 8.550

***

DFT (wB97M-V/def2-TZVPD) results for C47H103F3N2O9Si2 as an isolated structure.

Last column: Mulliken charge in e.
Geometry (Å):
F1 -1.8018 -3.1216 3.0074  -0.261
C1 -3.4246 -5.6007 -2.8022  -1.195
H1 -7.1827 -1.7356 -7.6546  0.359
C2 -4.0950 -3.0174 3.5056  0.488
H2 -5.8249 -2.2045 2.4926  0.231
C3 -5.6073 -1.2908 -3.5238  0.514
C4 5.2268 0.9120 1.3169  -0.572
H3 -8.4691 0.9753 -8.5921  0.358
H4 -6.3855 -2.6623 -2.0113  0.419
H5 0.2291 6.1246 10.6314  0.384
C5 9.0094 3.6728 1.5985  -1.239
C6 -0.9810 2.1250 0.9582  -1.102
H6 -3.5718 -6.6504 -3.0325  0.340
H7 6.6860 -6.4551 -6.2230  0.321
H8 -0.7068 2.6422 0.0338  0.492
H9 8.9355 2.5927 1.4667  0.289
C7 0.2125 1.2188 1.3291  -0.222
C8 1.5812 8.0051 9.1083  -1.377
H10 -7.5897 -1.5587 -5.9399  0.124
H11 7.8257 -5.7906 -1.9139  0.402
H12 -2.3621 -5.3536 -2.8487  0.287
H13 -0.5874 3.1037 4.7816  0.257
O1 -4.5146 -5.1297 -4.8792  -0.603
H14 -5.7729 4.4149 -2.6565  0.413
H15 0.8468 6.9854 3.6429  0.370
H16 5.7504 -6.5300 -7.7135  0.386
H17 -2.9782 -5.2880 5.9552  0.350
H18 1.6146 0.6211 -0.2257  0.270
C9 5.8727 0.8846 -0.0754  -0.817
H19 8.4771 -0.8901 -1.9614  0.344
H20 0.4815 1.4492 2.3616  0.253
C10 -2.2851 1.3863 0.6625  -0.640
H21 -3.7662 2.1103 -2.7594  0.096
C11 -3.2941 -6.8885 7.0123  0.341
H22 -4.5708 1.8675 2.7952  -0.290
H23 6.0320 0.1168 -2.4456  0.506
H24 5.2505 1.9352 1.6895  0.002
O2 -5.5539 0.3405 1.0611  -0.312
C12 0.8027 6.2544 4.4521  -1.313
H25 -3.1133 2.0815 0.4948  0.383
H26 0.3392 6.7160 5.3206  0.335
N1 7.7789 -2.6754 -2.7779  0.202
C13 7.1094 -4.8556 -7.6086  0.616
C14 -7.7291 -1.1277 -6.9320  -1.156
H27 3.3031 2.5437 0.9063  0.347
H28 1.8304 5.9929 4.7147  0.274
C15 1.4701 1.4522 0.4680  -0.918
H29 -4.4214 -7.0929 5.1821  0.269
H30 5.0909 1.1645 -0.7874  0.393
C16 -4.9902 3.7901 -2.2173  -1.383
H31 -4.1702 -2.1240 -4.8380  0.426
C17 -2.6751 0.3258 1.7275  -0.583
H32 -2.0688 0.4866 2.6260  0.524
F2 -3.1753 -3.3760 1.3451  -0.146
O3 6.1764 -3.9689 -7.0106  -0.532
H33 5.5351 -1.5298 -2.1553  0.359
H34 -6.1100 -0.6130 -4.2129  -0.224
H35 -7.7236 -0.8847 -0.7771  0.467
C18 8.2335 -4.6118 -3.7563  -0.475
N2 -4.5248 -3.4850 -3.2966  -0.020
H36 -6.9636 0.3410 -1.8089  0.326
H37 -4.1732 4.4366 -1.8936  0.401
H38 8.1331 4.1266 -0.3100  0.272
H39 2.5427 1.8570 2.3214  0.283
H40 6.4967 4.1409 1.9857  0.300
H41 7.2745 -3.4108 -0.8167  0.342
H42 8.8356 3.8875 2.6566  0.335
O4 -2.4445 -5.8543 6.5236  -0.542
O5 6.6663 3.9247 1.0623  -0.399
H43 8.0717 -4.6192 -7.1507  0.221
H44 -4.0259 -5.7008 8.6603  0.305
H45 -5.0718 -7.0702 8.2471  0.377
C19 3.7489 0.4673 1.2392  -0.962
H46 -5.4144 3.2996 -1.3400  0.236
C20 6.4004 -0.5129 -0.4315  -0.389
H47 7.8609 6.1732 1.9449  0.361
H48 -6.1887 0.3395 -6.6570  0.242
H49 -5.1379 -2.0947 0.2156  -0.279
C21 -4.8557 -0.6384 3.7464  -0.722
H50 7.9312 -5.2683 -9.5762  0.370
Si1 -5.3721 -0.6994 -0.2234  0.922
H51 3.5105 -0.1863 2.0809  0.295
H52 0.2003 4.8449 9.4071  0.315
C22 7.5750 -3.6286 -1.8267  -0.299
Si2 -4.4465 0.4769 2.2922  -0.034
O6 0.6400 4.4486 2.8454  -0.424
H53 5.3013 -4.1097 -7.3857  0.327
C23 8.1602 -3.2452 -3.9529  -0.275
H54 -7.0592 1.9873 -8.2929  0.358
H55 -5.9492 -2.4359 4.2105  0.402
C24 0.0359 5.0206 4.0069  0.393
C25 0.7399 5.7265 9.7538  -1.345
C26 -0.0343 3.9830 5.1172  -1.121
H56 -3.7458 -5.4121 -1.7773  0.292
C27 -7.2412 0.3120 -6.9438  0.678
C28 -4.5133 2.7562 -3.2260  0.733
H57 -3.8020 -3.1035 -2.6993  0.184
H58 -7.5941 -1.8823 -2.9835  0.358
C29 -3.8288 -7.7192 5.8550  -1.179
C30 -7.4125 0.9560 -8.3106  -1.523
H59 1.5371 4.1850 3.0775  0.286
C31 2.7696 1.6614 1.2698  -0.326
H60 6.2197 -4.8078 -9.5766  0.358
H61 -0.9745 5.3051 3.7080  0.299
C32 -4.1903 -4.7365 -3.7772  0.667
C33 -3.0770 -3.1504 2.6431  0.055
H62 -4.7528 -0.7507 -3.1137  0.030
H63 -8.8827 1.0528 -6.1909  0.319
H64 7.7781 -0.7563 -3.5552  0.321
H65 0.9715 3.6555 5.3943  0.269
H66 -2.6676 -7.5134 7.6508  0.329
H67 7.4566 -3.5811 -9.3186  0.345
H68 -3.0708 4.0547 -4.1992  0.411
C34 0.8310 6.7653 8.6467  0.526
F3 -4.0370 -3.7737 4.6428  -0.211
C35 -6.6404 -1.7082 -2.4770  -0.859
H69 -5.7351 -2.9409 -4.9541  0.446
H70 7.4602 -6.9974 -7.7226  0.367
H71 1.0941 8.4671 9.9678  0.390
H72 2.6054 7.7456 9.3902  0.352
H73 -6.8608 0.4118 -9.0781  0.379
C36 7.8588 -4.8335 -2.4099  -0.728
H74 -5.7050 -0.1703 4.2539  0.375
H75 -2.1596 0.8612 -0.2883  0.208
O7 -5.5899 1.8993 -3.5999  -0.284
H76 -8.7938 -1.1826 -7.1746  0.411
H77 5.8026 -1.2546 0.1017  0.376
C37 -3.9177 3.4180 -4.4593  -1.523
O8 -7.9489 1.0685 -5.9562  -0.515
H78 -4.4580 -8.5373 6.2090  0.381
C38 7.1903 -4.6177 -9.1099  -1.444
C39 -5.2693 -2.0963 3.4257  -0.617
C40 6.3277 -0.8109 -1.9501  -0.831
H79 -4.0473 -0.6733 4.4792  0.452
H80 -0.1737 7.0452 8.3251  0.254
H81 8.3770 -2.6914 -4.8502  0.326
O9 1.4653 6.2053 7.4963  -0.403
H82 -4.1552 -0.2903 -0.9641  -0.219
H83 5.7491 0.2396 1.9999  0.489
H84 -0.0932 0.1726 1.2925  0.259
C41 7.6526 -1.2407 -2.5891  -0.805
H85 10.0231 3.9861 1.3454  0.395
C42 -6.8347 -0.6500 -1.3702  -0.717
H86 1.6378 8.7388 8.3040  0.319
C43 7.9775 4.3864 0.7385  0.395
H87 -5.0345 -5.6274 7.2179  0.270
H88 1.3328 2.3377 -0.1546  0.463
H89 -1.1206 2.9232 1.6878  0.127
H90 7.4417 -0.5862 -0.1120  0.456
H91 -3.5810 2.6643 -5.1718  0.344
H92 6.6628 1.6333 -0.1346  0.195
H93 -6.2753 2.4326 -4.0200  0.210
H94 9.0475 6.2718 0.6329  0.386
H95 7.3147 6.3903 0.2845  0.336
C44 -5.0199 -2.5068 -4.2625  -1.133
H96 -0.5191 4.3852 6.0071  0.377
H97 8.5286 -5.3469 -4.4852  0.462
H98 2.3580 5.9472 7.7509  0.256
C45 8.0609 5.8955 0.9062  -1.408
H99 -3.0063 -8.1380 5.2750  0.302
H100 -2.4274 -0.6772 1.3705  0.450
C46 -4.4257 -6.2926 7.8367  -1.176
H101 1.7405 5.4031 10.0538  0.351
H102 3.5834 -0.0951 0.3171  0.453
C47 6.7362 -6.2986 -7.3008  -1.333
H103 -4.6710 4.0318 -4.9609  0.356

## Properties
LUMO in eV: 0.46
Total charge: 0
Multiplicity: 1
DFT total energy in Ha: -3517.8450
Kohn-Sham gap in eV: 8.355

***

Asked for max |F| across the records above, the calculation gives 0.0253 0.0296 Eh/bohr in order.